# 1
48
Properties=species:S:1:pos:R:3:lowdin_charge:R:1 method="wB97M-V/def2-TZVPD" charge=+1 total_energy_ev=-19600.0473 lumo_ev=-2.3 e_above_lowest_ev=0.1182
C -3.26524 -3.38253 -0.08114 -0.107
C -2.96308 -1.89000 -0.15198 -0.285
C -4.24673 -1.07088 -0.28368 -0.212
C -4.05701 0.40799 -0.63709 -0.203
C -3.68327 1.33164 0.52743 -0.195
C -2.21618 1.32490 0.96570 -0.203
H -2.13413 1.95103 1.85729 0.120
H -1.92418 0.31491 1.24485 0.081
C -1.28741 1.89107 -0.11208 -0.163
C 0.16255 2.07436 0.35289 -0.114
H 0.17081 2.15032 1.44271 0.139
H 0.55910 3.00895 -0.04863 0.139
N 1.13266 1.00236 -0.03229 -0.319
C 0.65349 -0.32279 0.39065 0.017
H 0.47217 -0.32594 1.46364 0.126
H 1.40384 -1.07613 0.15624 0.112
H -0.26881 -0.57562 -0.12633 0.092
C 1.33989 0.99990 -1.49016 0.018
H 2.07845 0.24568 -1.75564 0.112
H 0.41077 0.77482 -2.00772 0.109
H 1.69455 1.97450 -1.81999 0.123
C 2.43606 1.31137 0.65752 -0.074
C 3.55210 0.34720 0.34988 -0.238
C 3.75581 -0.77357 1.14976 -0.047
C 4.79467 -1.64732 0.88059 -0.055
C 5.64514 -1.40812 -0.18588 -0.056
C 5.46212 -0.28481 -0.97509 -0.055
C 4.42355 0.58977 -0.70798 -0.048
H 4.30636 1.47578 -1.31500 0.118
H 6.13333 -0.08277 -1.79478 0.114
H 6.45717 -2.08693 -0.39225 0.114
H 4.94431 -2.50967 1.51086 0.114
H 3.11610 -0.95611 2.00113 0.118
H 2.24358 1.31091 1.73252 0.144
H 2.73254 2.31915 0.35894 0.145
H -1.34075 1.27363 -1.00696 0.095
H -1.67040 2.87397 -0.39203 0.131
H -3.94485 2.35548 0.25036 0.113
H -4.29810 1.06426 1.38809 0.117
H -3.33369 0.49854 -1.45014 0.100
H -5.01069 0.76858 -1.02669 0.113
H -4.82103 -1.15039 0.64070 0.119
H -4.84520 -1.52524 -1.07615 0.115
H -2.42176 -1.60658 0.75301 0.086
H -2.32033 -1.69705 -1.01713 0.103
H -3.90800 -3.59800 0.76847 0.078
H -3.77193 -3.71302 -0.98416 0.076
H -2.34836 -3.95761 0.02775 0.070

# 2
197
Properties=species:S:1:pos:R:3:lowdin_charge:R:1 method="wB97M-V/def2-TZVPD" charge=0 total_energy_ev=-106031.2391 lumo_ev=0.0 e_above_lowest_ev=6.0640
C 6.43292 -2.77385 0.58059 0.003
C 6.25765 -3.21212 -0.95269 -0.445
C 6.30803 -4.79702 -0.85284 -0.122
C 5.77825 -5.44668 -2.14211 -0.179
C 4.41072 -4.84233 -2.61680 -0.087
C 4.35141 -3.23644 -2.62220 -0.465
N 4.96874 -2.66101 -1.40934 -0.109
O 4.76098 -1.24321 -1.34192 -0.018
C 5.03568 -2.69694 -3.86978 -0.052
C 2.86186 -2.77633 -2.75161 -0.027
C 7.37037 -2.70019 -1.89024 -0.018
H 5.43801 -2.84328 1.02039 0.053
H 6.88907 -1.78638 0.65072 0.074
H 7.07461 -3.54809 1.00116 0.078
H 7.25637 -5.31594 -0.71329 0.122
H 5.63486 -5.09031 -0.04728 0.101
H 5.70563 -6.52833 -2.02874 0.106
H 6.47632 -5.38171 -2.97673 0.095
H 3.63248 -5.24939 -1.97124 0.082
H 4.12619 -5.22107 -3.59848 0.113
H 4.33594 -2.89724 -4.68116 0.080
H 5.23285 -1.62492 -3.86916 0.064
H 5.84233 -3.33088 -4.23794 0.077
H 2.37387 -3.01627 -1.80694 0.057
H 2.85574 -1.71650 -3.00622 0.071
H 2.39280 -3.34951 -3.55132 0.082
H 8.38565 -2.81354 -1.51015 0.088
H 7.11873 -1.65723 -2.08263 0.077
H 7.39140 -3.24643 -2.83325 0.064
H 5.39399 -0.92339 -1.98894 0.051
C -0.32247 -0.79092 3.48062 -0.031
C 0.18589 -0.73889 2.00994 -0.455
C -0.63816 -1.88883 1.34202 -0.082
C -0.54047 -1.82900 -0.21188 -0.183
C -0.91618 -0.48164 -0.76509 -0.139
C -0.11607 0.69635 -0.12254 -0.448
N -0.08493 0.55517 1.34887 -0.086
O 0.52068 1.67690 1.93675 -0.014
C 1.32943 0.52847 -0.70720 -0.009
C -0.73838 1.96131 -0.63536 -0.032
C 1.62789 -1.21882 2.06997 -0.031
H -1.38909 -0.56643 3.48573 0.074
H 0.27616 -0.07610 4.04521 0.051
H -0.09536 -1.74352 3.95922 0.100
H -0.06177 -2.79679 1.51943 0.112
H -1.62874 -2.14413 1.71843 0.113
H -1.21663 -2.55740 -0.65947 0.102
H 0.42848 -2.01857 -0.67373 0.072
H -1.97650 -0.22999 -0.78719 0.093
H -0.62278 -0.53933 -1.81327 0.121
H 1.38245 0.90697 -1.72800 0.067
H 2.12456 0.85706 -0.03794 0.063
H 1.57500 -0.50835 -0.93700 0.053
H -1.82115 1.86095 -0.71042 0.047
H -0.69584 2.73283 0.13344 0.074
H -0.31074 2.42194 -1.52589 0.075
H 1.95439 -1.88771 2.86626 0.092
H 2.25321 -0.33533 2.19853 0.064
H 1.99274 -1.72438 1.17589 0.069
H 1.44496 1.44903 2.06075 0.074
C -5.48643 -2.48961 -0.69152 -0.021
C -5.94308 -1.09774 -0.22042 -0.458
C -5.46227 0.04498 -1.17603 -0.117
C -6.04494 1.43012 -0.81388 -0.157
C -7.61343 1.29550 -0.80263 -0.105
C -8.17704 0.14767 0.12590 -0.529
N -7.45620 -1.08338 -0.16485 -0.106
O -8.00631 -2.16594 0.52618 -0.013
C -8.16386 0.64235 1.56723 -0.030
C -9.60208 0.00399 -0.31619 -0.057
C -5.29394 -0.85135 1.12505 -0.053
H -5.76368 -2.78955 -1.70210 0.089
H -5.80850 -3.20456 0.06560 0.078
H -4.39743 -2.53220 -0.67255 0.074
H -4.37857 0.05297 -1.05930 0.085
H -5.72386 -0.24588 -2.19342 0.117
H -5.83272 2.22371 -1.53031 0.076
H -5.71390 1.80760 0.15360 0.076
H -7.88623 1.05618 -1.83045 0.113
H -8.01401 2.26341 -0.50134 0.119
H -9.08623 1.17589 1.79675 0.084
H -8.23718 -0.24389 2.19755 0.083
H -7.30689 1.19424 1.95337 0.077
H -10.10116 -0.49166 0.51648 0.081
H -10.15511 0.88872 -0.63166 0.096
H -9.70701 -0.81484 -1.02795 0.083
H -4.21373 -0.96238 1.21946 0.078
H -5.66763 -1.63023 1.78973 0.074
H -5.40501 0.09843 1.64821 0.069
H -8.65636 -2.45455 -0.11860 0.098
C -0.32339 3.34688 -4.45488 -0.066
C -1.25956 4.51713 -4.50920 -0.436
C -2.11241 4.83274 -3.22807 -0.209
O -2.96597 3.77692 -3.10139 -0.232
C -3.80792 3.80401 -1.93451 -0.047
N -0.37606 5.62010 -4.66083 0.022
H 0.10306 3.28972 -5.45637 0.083
H -0.86579 2.42679 -4.23732 0.068
H 0.45412 3.50509 -3.70753 0.047
H -1.86244 4.42816 -5.41293 0.139
H -2.59942 5.77493 -3.47947 0.124
H -1.51917 5.08961 -2.35047 0.126
H -3.40367 4.63290 -1.35346 0.094
H -3.68576 2.90833 -1.32547 0.061
H -4.85892 3.96846 -2.17209 0.093
H 0.16563 5.46095 -5.49829 0.078
H -0.85443 6.47150 -4.91846 0.081
C -1.99174 1.14581 5.67805 -0.056
C -2.54064 -0.01058 6.60035 -0.403
C -2.70666 -1.34888 5.88477 -0.221
O -3.59509 -1.29482 4.80124 -0.196
C -3.98044 -2.58662 4.30067 -0.086
N -1.58646 -0.06066 7.62905 0.022
H -1.76900 2.03242 6.27169 0.070
H -2.77108 1.28745 4.92927 0.064
H -1.00279 0.99801 5.24419 0.035
H -3.52224 0.23881 7.00329 0.139
H -2.98810 -2.14360 6.57564 0.121
H -1.78621 -1.78071 5.49184 0.104
H -3.14646 -3.18780 3.93851 0.088
H -4.74102 -2.57401 3.51999 0.062
H -4.55492 -3.07243 5.08937 0.086
H -0.67836 -0.17704 7.20256 0.015
H -1.50174 0.74822 8.22792 0.077
C 4.02603 4.65482 1.45265 -0.043
C 3.44482 6.01992 0.95306 -0.442
C 2.41501 5.86350 -0.16752 -0.235
O 2.90726 5.09068 -1.17734 -0.191
C 2.21601 5.18274 -2.39028 -0.103
N 3.02001 6.73686 2.08311 0.017
H 4.74658 4.79516 2.25839 0.071
H 4.57984 4.18687 0.63876 0.054
H 3.26063 3.95562 1.78937 0.074
H 4.25512 6.62844 0.55155 0.130
H 2.20887 6.88748 -0.47910 0.125
H 1.48623 5.38302 0.14006 0.131
H 1.19538 4.83556 -2.22940 0.066
H 2.69737 4.50699 -3.09721 0.072
H 2.31288 6.18283 -2.81280 0.095
H 2.49192 7.59509 2.01495 0.077
H 3.78407 6.88905 2.72589 0.077
C -3.34231 2.98693 1.77271 -0.769
O -4.36825 3.67465 1.61072 -0.008
N -2.34678 3.49485 2.41464 0.190
N -3.15402 1.77488 1.33623 0.203
H -1.50364 2.94588 2.50328 0.089
H -2.35087 4.48515 2.61308 0.127
H -2.38232 1.25084 1.72348 0.099
H -4.04766 1.35251 1.12858 0.064
C 4.35159 1.11466 -4.24503 -0.786
O 5.51075 0.93950 -3.89343 0.022
N 3.47770 1.78430 -3.60981 0.183
N 3.77461 0.58877 -5.32128 0.165
H 3.84389 2.27579 -2.80704 0.126
H 2.51758 1.71666 -3.91591 0.105
H 2.81428 0.84678 -5.49819 0.105
H 4.35014 -0.00584 -5.90033 0.120
C -3.58894 0.27023 -4.46166 -0.804
O -3.58289 -0.92538 -4.45833 0.045
N -4.14261 1.05140 -5.31589 0.179
N -3.12601 0.97369 -3.42357 0.182
H -4.31212 2.04340 -5.23045 0.118
H -4.61306 0.49513 -6.01541 0.122
H -3.10814 1.98259 -3.37997 0.052
H -2.59061 0.47435 -2.72779 0.076
C 2.66779 -4.97008 2.04166 -0.782
O 2.85962 -4.87076 3.27206 -0.020
N 3.21402 -4.28080 1.13539 0.196
N 1.76512 -5.80354 1.55679 0.162
H 3.95792 -3.69920 1.49380 0.098
H 3.09724 -4.68842 0.21871 0.095
H 1.36802 -6.54484 2.11614 0.117
H 1.54782 -5.78621 0.57059 0.030
C 5.53256 0.91567 1.71827 -0.787
O 5.28853 0.34662 2.78682 -0.002
N 4.89038 0.90926 0.59915 0.192
N 6.64462 1.57840 1.58214 0.151
H 4.17483 0.23800 0.35932 0.089
H 5.25920 1.69004 0.07528 0.108
H 6.98824 2.02561 0.74427 0.113
H 7.29062 1.40726 2.33943 0.121
C 0.58467 -5.71226 -1.90757 -0.821
O 1.36135 -6.00794 -1.09955 0.072
N 0.22532 -6.45489 -2.90067 0.187
N 0.02556 -4.54452 -1.97874 0.198
H 0.70895 -7.33537 -3.00537 0.131
H -0.39089 -6.04342 -3.58702 0.116
H 0.27429 -3.80682 -1.33528 0.076
H -0.66520 -4.45731 -2.71041 0.122
C 2.07725 -0.21867 6.15241 -0.713
O 1.11287 -0.56828 6.86526 0.002
N 2.13767 0.97285 5.54664 0.155
N 3.18532 -0.83982 5.90119 0.184
H 1.40391 1.65245 5.68750 0.115
H 3.10548 1.15204 5.32009 0.100
H 3.16826 -1.81917 6.14751 0.133
H 3.93590 -0.40254 5.38590 0.110

# 3
43
Properties=species:S:1:pos:R:3:lowdin_charge:R:1 method="wB97M-V/def2-TZVPD" charge=+3 total_energy_ev=-40650.8710 lumo_ev=-10.6 e_above_lowest_ev=0.6232
Hf 0.74366 -0.51761 -0.10388 1.764
O 0.13306 0.67969 3.49182 0.231
C 0.49236 0.65049 2.36082 -0.500
O 1.00296 -0.43591 1.75692 -0.144
C 0.40916 1.85109 1.41492 -0.137
C 0.28566 3.17269 1.83802 0.078
C 0.29906 4.17999 0.88422 0.108
C 0.40636 3.86859 -0.48478 -0.104
C 0.46436 4.82489 -1.52568 0.040
C 0.54006 4.42039 -2.83358 0.002
C 0.55946 3.05419 -3.18108 0.002
C 0.52496 2.09279 -2.20038 -0.027
C 0.46756 2.48629 -0.85198 -0.189
N 0.47386 1.52169 0.10952 -0.042
H 0.20546 3.39199 2.89412 0.152
H 0.23446 5.21549 1.19072 0.154
H 0.44486 5.87559 -1.27958 0.143
H 0.58156 5.15389 -3.62448 0.137
H 0.60006 2.77929 -4.22448 0.135
H 0.53696 1.00389 -2.42608 0.104
N 3.88976 -1.11181 -1.23428 0.065
C 4.63996 -2.11611 -0.79008 0.031
C 3.81456 -2.98441 -0.08328 0.038
C 2.55276 -2.41731 -0.15118 -0.140
N 2.59186 -1.25461 -0.87388 -0.152
H 4.22106 -0.35051 -1.81898 0.199
H 5.69856 -2.18811 -0.97398 0.165
H 4.10466 -3.89531 0.40462 0.139
H 1.59836 -2.81191 0.23632 0.128
O -1.00364 -1.35331 -0.09158 -0.633
S -2.23914 -1.08501 0.92452 1.155
C -3.65814 -1.70211 -0.04628 -0.255
C -4.10824 -3.00921 0.59462 -0.193
C -2.86164 -3.65221 1.18492 -0.204
C -2.20374 -2.54601 1.99352 -0.274
H -3.28874 -1.84921 -1.06078 0.115
H -4.43574 -0.94041 -0.05178 0.114
H -4.58154 -3.64911 -0.15068 0.145
H -4.83804 -2.81871 1.38262 0.136
H -2.19574 -4.00341 0.39292 0.126
H -3.11714 -4.50081 1.81982 0.145
H -1.18024 -2.73591 2.31822 0.112
H -2.80564 -2.29391 2.86972 0.130